Record 1
A cluster of 2 separate species, C3H2N2O2 in total at a distorted geometry. Source: the OMol25 dataset; level of theory: the ωB97M-V functional and the def2-TZVPD basis.

Last column: natural (NBO) charge in e.
Positions of all 9 atoms, in Å:
1 O 1.7890 1.3094 1.4721  -0.40
2 C 1.0337 0.8155 0.7425  0.52
3 C 0.8494 0.2439 -0.6751  0.22
4 N 0.5329 -1.1008 -0.5211  -0.43
5 C -0.7588 -1.0586 -0.3571  0.20
6 N -1.2767 0.2218 -0.3308  -0.22
7 O -0.2790 0.9202 -1.0304  -0.33
8 H -0.5091 0.5596 0.8102  0.22
9 H -1.3815 -1.9111 -0.1103  0.22

As for the orbital gap (spin up / spin down): 8.965 / 8.965 eV. As for the spin multiplicity: 1.

***

Record 2
A structure of composition C56H67N4O2SiW. Source: the OMol25 dataset; level of theory: the ωB97M-V functional and the def2-TZVPD basis.

Last column: Mulliken charge in e.
Positions of all 131 atoms, in Å:
1 W 0.3057 0.4350 0.0506  2.62
2 C 1.7112 1.9803 1.2606  -1.83
3 C 2.3044 1.7521 -0.0177  1.47
4 C 1.3832 2.3304 -0.9955  0.68
5 C 0.3163 2.8873 -0.2364  -2.11
6 C 0.5441 2.7472 1.1469  1.82
7 C -0.1008 3.5137 2.2888  1.67
8 C -0.6598 2.5863 3.3673  -1.37
9 C 1.0480 4.3366 2.9107  -1.71
10 C -1.1545 4.4966 1.7822  -1.91
11 C 1.5024 2.6340 -2.5043  2.61
12 C 0.4422 3.6682 -2.9036  -2.24
13 C 1.3247 1.3921 -3.3833  -1.06
14 C 2.8591 3.2650 -2.8369  -2.07
15 C 3.7780 1.3140 -0.0747  2.12
16 C 4.2283 0.7573 1.2834  -1.51
17 C 4.0681 0.2883 -1.1650  -1.69
18 C 4.6563 2.5714 -0.2710  -1.84
19 H 2.1239 1.6411 2.1965  0.76
20 H -0.5498 3.3750 -0.6511  0.83
21 H 0.1222 1.9317 3.7514  0.04
22 H -1.4796 1.9836 2.9835  -0.05
23 H -1.0322 3.1860 4.2006  0.71
24 H 1.8143 3.6948 3.3501  0.25
25 H 0.6445 4.9698 3.7021  0.43
26 H 1.5189 4.9825 2.1656  0.41
27 H -2.0084 4.0074 1.3243  0.22
28 H -0.7199 5.1957 1.0619  0.33
29 H -1.5228 5.0827 2.6260  0.50
30 H -0.5706 3.3440 -2.6782  0.31
31 H 0.5050 3.8235 -3.9819  0.43
32 H 0.6213 4.6285 -2.4145  0.34
33 H 0.2811 1.0920 -3.4357  -0.49
34 H 1.8997 0.5503 -3.0060  -0.78
35 H 1.6746 1.6057 -4.3954  0.99
36 H 3.1266 4.0537 -2.1328  0.37
37 H 2.7885 3.7103 -3.8302  0.55
38 H 3.6548 2.5251 -2.8767  0.28
39 H 3.5541 0.0207 1.7011  -0.35
40 H 4.3349 1.5556 2.0204  0.42
41 H 5.2072 0.2926 1.1603  0.61
42 H 3.5320 -0.6467 -0.9843  0.20
43 H 5.1375 0.0730 -1.1944  0.52
44 H 3.7803 0.6630 -2.1437  -0.04
45 H 4.2848 3.4043 0.3302  0.33
46 H 4.7325 2.8908 -1.3016  0.34
47 H 5.6647 2.3373 0.0739  0.46
48 O -0.8027 0.3857 -1.5907  -0.76
49 C -2.1665 0.3249 -1.2055  -0.86
50 C -2.0929 -1.9301 -2.2874  -1.61
51 C -0.8759 -2.6280 -1.6742  3.13
52 C -0.7202 -4.1098 -1.7168  -2.35
53 C 0.2000 -4.6064 -0.8905  -1.30
54 C 0.9754 -3.8019 0.0610  0.12
55 C 1.2271 -2.4820 0.2509  0.08
56 C 1.8770 -2.1181 1.5494  -2.34
57 C 0.8554 -1.4610 2.4915  2.68
58 O 0.3818 -0.3391 1.7121  0.03
59 C 1.4597 -0.9197 3.7781  0.09
60 C 0.6013 -0.3458 4.7144  -0.29
61 C 1.0929 0.1668 5.9016  -0.65
62 C 2.4541 0.0964 6.1790  -0.66
63 C 3.3103 -0.4976 5.2673  -1.13
64 C 2.8144 -1.0058 4.0707  -0.38
65 C -0.2623 -2.4470 2.7887  -0.20
66 C -0.0280 -3.4438 3.7318  -0.35
67 C -0.9662 -4.4418 3.9400  -1.09
68 C -2.1498 -4.4506 3.2137  -0.99
69 C -2.3924 -3.4538 2.2816  -0.29
70 C -1.4481 -2.4567 2.0710  0.91
71 N 0.8568 -1.3852 -0.6000  0.51
72 C -3.9497 -1.3667 -0.7272  0.24
73 C -4.2383 -1.1467 0.6210  0.35
74 C -5.4928 -1.4309 1.1375  -1.22
75 C -6.4868 -1.9660 0.3308  -0.83
76 C -6.2093 -2.1958 -1.0084  -0.97
77 C -4.9641 -1.8869 -1.5358  -0.31
78 C -3.0497 1.3053 -1.9420  -0.25
79 C -2.7265 2.0683 -2.9808  -0.28
80 C -3.5039 3.2777 -3.2990  -0.86
81 C -4.4085 3.7821 -2.4580  -1.17
82 C -4.8135 3.0515 -1.2096  -0.38
83 C -4.2550 1.6211 -1.1000  0.29
84 H -1.8388 -1.3736 -3.1941  -0.25
85 H -2.8351 -2.6726 -2.5643  0.99
86 H -1.3325 -4.7481 -2.3428  0.68
87 H 0.3545 -5.6771 -0.8287  0.51
88 H 1.4044 -4.4132 0.8471  0.30
89 H 2.6950 -1.4278 1.3643  -0.24
90 H 2.2761 -3.0078 2.0309  1.16
91 H -0.4621 -0.3097 4.5071  0.42
92 H 0.4143 0.6141 6.6166  0.47
93 H 2.8400 0.4899 7.1103  0.46
94 H 4.3675 -0.5775 5.4851  0.47
95 H 3.5012 -1.4875 3.3869  0.31
96 H 0.8902 -3.4385 4.3081  0.53
97 H -0.7754 -5.2127 4.6755  0.47
98 H -2.8820 -5.2302 3.3791  0.45
99 H -3.3131 -3.4479 1.7125  0.48
100 H -1.6331 -1.6834 1.3380  -0.70
101 H -3.4844 -0.7414 1.2808  0.54
102 H -5.6860 -1.2435 2.1863  0.50
103 H -7.4623 -2.1962 0.7370  0.46
104 H -6.9741 -2.5985 -1.6602  0.42
105 H -4.7978 -2.0228 -2.5961  0.55
106 H -1.8205 1.8728 -3.5408  0.80
107 H -3.2581 3.8117 -4.2091  0.45
108 H -4.9062 4.7176 -2.6817  0.42
109 H -5.8879 3.1238 -1.0459  0.53
110 H -4.9690 0.8107 -0.9997  0.74
111 C 2.9876 -4.0336 -2.3161  -1.11
112 Si 1.7546 -2.8476 -3.0659  0.31
113 C 0.7233 -3.6089 -4.4285  -1.49
114 C 2.8192 -1.6281 -4.0123  -1.26
115 C 0.4786 -1.9043 -1.9422  0.68
116 H 3.7270 -4.2698 -3.0865  0.53
117 H 2.5514 -4.9696 -1.9709  0.35
118 H 3.5205 -3.5788 -1.4777  0.30
119 H 1.3996 -3.9241 -5.2280  0.47
120 H 0.0528 -2.8571 -4.8572  0.38
121 H 0.1314 -4.4732 -4.1399  0.37
122 H 3.4206 -2.2420 -4.6907  0.57
123 H 3.5185 -1.0553 -3.4065  0.36
124 H 2.2389 -0.9424 -4.6309  0.30
125 H -1.0520 -2.4694 -0.6128  -1.04
126 H 0.2748 -1.0500 -2.5776  -0.21
127 N -2.6823 -1.0432 -1.2703  1.29
128 C -1.8670 0.8771 0.2084  -0.04
129 N -2.5212 1.7445 0.8442  -0.20
130 C -3.6391 2.2203 0.1315  -0.05
131 N -4.0422 3.4324 0.0379  -0.91

As for the orbital gap: 5.787 eV. As for the spin multiplicity: 1. Its net charge is +1.

***

Relative energy (zero: lowest compared OMol25 entry of this formula, charge and spin) (computed, kJ/mol): 549.9, 213.8